[1]
{"formula": "C3H6N", "method": "wB97M-V/def2-TZVPD", "spin_multiplicity": 3, "mol_weight_da": 56.088, "charge": 1, "orbital_gap_ev": [4.8, 8.9], "lumo_energy_ev": [-5.841, -7.079], "e_above_lowest_kj_mol": 386.7, "species": ["C", "C", "C", "N", "H", "H", "H", "H", "H", "H"], "positions_angstrom": [[1.364, 0.650, -0.114], [1.202, -0.658, 0.214], [0.068, -0.047, -0.388], [-1.218, 0.115, 0.387], [1.744, 1.610, 0.099], [1.885, -1.441, 0.392], [-0.174, -0.698, -2.273], [-1.813, -0.764, 0.286], [-1.750, 0.919, -0.082], [-1.308, 0.314, 1.478]], "forces_ev_per_angstrom": [[-2.4422, 4.1597, -3.7538], [-0.7896, -4.6120, 1.1282], [3.2403, 0.3861, 2.7103], [-2.9692, 0.3874, -0.4648], [0.1021, 0.7166, 0.6555], [-0.0507, -1.2588, -0.0608], [0.0840, 0.6381, 1.7071], [0.8055, 1.2593, -0.1181], [0.5113, -1.3214, 0.8247], [1.5086, -0.3550, -2.6283]]}

***

[2]
{"formula": "C3H6N2", "method": "wB97M-V/def2-TZVPD", "mol_weight_da": 70.095, "orbital_gap_ev": 9.9, "lumo_energy_ev": 1.095, "e_above_lowest_kj_mol": 305.7, "species": ["C", "C", "N", "N", "C", "H", "H", "H", "H", "H", "H"], "positions_angstrom": [[-1.703, 1.766, 0.101], [-1.415, 0.533, -0.202], [-0.898, -0.578, -0.374], [0.411, -0.405, 0.242], [1.486, -1.211, -0.270], [-2.031, 2.019, 1.103], [-1.492, 2.543, -0.622], [0.261, -0.534, 1.234], [1.374, -2.300, -0.165], [2.374, -0.868, 0.276], [1.633, -0.967, -1.325]], "forces_ev_per_angstrom": [[-0.1381, 0.0184, -0.0832], [0.1437, -0.1612, 0.0790], [-0.0279, 0.6260, 0.0754], [0.2641, 0.0927, 0.3881], [0.1284, -0.1722, -0.1907], [-0.2381, -0.0186, -0.2377], [-0.1676, 0.0132, 0.0677], [0.1413, -0.1636, -0.0286], [-0.0524, 0.1416, 0.0066], [-0.0777, -0.2742, -0.1737], [0.0242, -0.1021, 0.0971]]}

***

[3]
{"formula": "C3H6N2", "method": "wB97M-V/def2-TZVPD", "mol_weight_da": 70.095, "orbital_gap_ev": 10.5, "lumo_energy_ev": 1.090, "e_above_lowest_kj_mol": 368.7, "species": ["C", "N", "C", "H", "H", "H", "C", "N", "H", "H", "H"], "positions_angstrom": [[-1.030, 0.027, 1.335], [-0.387, -0.945, 0.925], [0.201, -0.179, 2.143], [-1.936, 0.499, 1.102], [1.055, 0.517, 1.860], [0.010, -0.559, 3.183], [0.729, -0.138, -2.150], [0.130, 0.960, -2.153], [0.274, -1.146, -1.799], [1.796, -0.136, -2.409], [-0.842, 1.101, -2.036]], "forces_ev_per_angstrom": [[1.4318, -0.3630, 0.7624], [0.4988, -0.6469, 0.4009], [-0.7516, 1.3221, -0.5766], [-1.0322, 0.7283, -0.2426], [-0.9956, -1.2234, 0.9340], [0.8305, 0.1696, -1.2650], [-0.9947, -1.6186, 1.0545], [1.7072, 1.1426, -1.0963], [0.6308, 1.4525, -0.7911], [-0.2171, -0.1127, 0.1588], [-1.1079, -0.8506, 0.6611]]}

***

[4]
{"formula": "C3H6N2", "method": "wB97M-V/def2-TZVPD", "mol_weight_da": 70.095, "orbital_gap_ev": 10.3, "lumo_energy_ev": 0.788, "e_above_lowest_kj_mol": 149.5, "species": ["C", "C", "C", "N", "H", "H", "H", "N", "H", "H", "H"], "positions_angstrom": [[-1.239, -0.922, -0.247], [-0.759, 0.303, -0.453], [0.137, 0.612, -1.535], [0.780, 0.873, -2.462], [-0.882, -1.773, -0.814], [-2.022, -1.072, 0.484], [-1.060, 1.152, 0.148], [1.115, 0.326, 1.069], [0.659, -0.528, 1.382], [1.302, 0.943, 1.845], [1.970, 0.087, 0.582]], "forces_ev_per_angstrom": [[-0.2618, 0.2176, -0.3897], [-0.6489, -0.1809, -0.3588], [0.4158, 0.1375, -0.9027], [-0.4713, -0.2449, 0.9277], [-0.1476, 0.0697, -0.0423], [0.1496, -0.1097, 0.1116], [-0.1412, -0.1104, -0.2012], [0.4406, -0.0383, 0.4092], [0.2903, 0.3395, 0.0799], [0.2734, -0.1305, 0.1828], [0.1010, 0.0503, 0.1836]]}

***

[5]
{"formula": "C3H6N2", "method": "wB97M-V/def2-TZVPD", "mol_weight_da": 70.095, "orbital_gap_ev": 10.1, "lumo_energy_ev": 1.002, "e_above_lowest_kj_mol": 74.5, "species": ["H", "N", "C", "N", "C", "C", "H", "H", "H", "H", "H"], "positions_angstrom": [[1.483, 1.869, -0.079], [0.540, 1.484, 0.052], [0.525, 0.215, 0.040], [1.622, -0.600, -0.039], [-0.771, -0.521, 0.046], [-1.932, 0.123, -0.024], [1.583, -1.604, -0.105], [2.548, -0.180, 0.069], [-0.772, -1.601, 0.219], [-2.877, -0.395, -0.009], [-1.950, 1.210, -0.171]], "forces_ev_per_angstrom": [[-0.2956, -0.2182, 0.2053], [0.2391, 0.5009, -0.0866], [-0.2000, -0.5004, -0.3882], [1.2427, 0.2136, 0.1297], [-0.5183, 0.0852, 0.5887], [0.2705, 0.3941, -0.4259], [-0.2344, 0.2221, 0.0729], [-0.7146, -0.3852, -0.1461], [0.1915, 0.2752, -0.1968], [-0.0519, -0.1239, 0.0991], [0.0709, -0.4636, 0.1480]]}

***

[6]
{"formula": "C3H6N2", "method": "wB97M-V/def2-TZVPD", "mol_weight_da": 70.095, "charge": 2, "orbital_gap_ev": [7.6, 6.7], "lumo_energy_ev": [-13.495, -14.137], "e_above_lowest_kj_mol": 549.5, "species": ["C", "C", "C", "N", "N", "H", "H", "H", "H", "H", "H"], "positions_angstrom": [[-0.559, 3.157, -0.974], [-0.246, 1.997, -0.431], [0.043, -0.714, -0.259], [0.120, 0.472, 0.288], [0.224, -1.660, 0.916], [-0.780, 4.059, -1.431], [0.965, -0.635, -0.806], [-0.770, -1.043, -1.010], [-0.635, -1.702, 1.377], [1.061, -1.252, 1.505], [0.578, -2.680, 0.824]], "forces_ev_per_angstrom": [[2.3311, -8.2311, 3.8528], [-0.2468, -1.4329, -0.3033], [-1.7858, -3.1120, -1.8231], [-1.9596, 10.9954, -0.8256], [4.6682, -0.9174, -0.1657], [-0.4829, 1.8011, -0.7618], [1.4970, -0.5053, -1.3190], [0.9647, 0.4896, 0.9978], [-1.8094, -0.0490, 1.8090], [-2.2745, -0.5711, -0.5609], [-0.9020, 1.5326, -0.9001]]}

***

[7]
{"formula": "C3H6N2O", "method": "wB97M-V/def2-TZVPD", "spin_multiplicity": 2, "mol_weight_da": 86.094, "charge": -1, "orbital_gap_ev": [3.1, 9.1], "lumo_energy_ev": [4.117, 3.972], "e_above_lowest_kj_mol": 64.1, "species": ["C", "C", "N", "C", "N", "H", "H", "H", "H", "H", "H", "O"], "positions_angstrom": [[-0.709, -0.843, 0.124], [-1.135, -0.110, -0.942], [-1.010, 1.191, -0.590], [-0.537, 1.216, 0.667], [-0.266, 0.015, 1.148], [-0.798, -1.914, 0.204], [-1.366, -0.482, -1.924], [-1.089, 2.003, -1.222], [-0.649, 2.141, 1.215], [2.101, -0.398, 0.316], [2.586, -1.832, 0.681], [2.870, -0.987, 0.321]], "forces_ev_per_angstrom": [[0.2404, 0.8503, 0.3188], [0.5034, -0.6481, -0.3102], [0.0069, -0.1429, -0.2714], [-0.2473, 0.1043, 0.3933], [-1.1623, -0.4634, -0.4875], [0.4963, -0.0840, 0.2743], [-0.3586, 0.3207, -0.0833], [-0.2728, 0.0409, 0.0711], [0.8449, 0.0075, 0.0584], [-0.0936, -0.3645, 0.1659], [-0.3272, 0.2066, 0.0150], [0.3699, 0.1725, -0.1445]]}

***

[8]
{"formula": "C3H6N2O", "method": "wB97M-V/def2-TZVPD", "mol_weight_da": 86.094, "orbital_gap_ev": 10.4, "lumo_energy_ev": 0.752, "e_above_lowest_kj_mol": 206.3, "species": ["H", "N", "C", "C", "O", "N", "C", "H", "H", "H", "H", "H"], "positions_angstrom": [[1.387, 1.268, 0.070], [1.198, 0.564, 0.762], [0.234, -0.266, 0.588], [0.376, -1.112, 1.924], [-0.209, -2.041, 2.409], [-0.612, -0.315, -0.484], [-0.492, 0.643, -1.577], [1.252, -0.492, 2.260], [-1.355, -0.993, -0.538], [-0.644, 1.677, -1.236], [-1.246, 0.433, -2.340], [0.493, 0.589, -2.062]], "forces_ev_per_angstrom": [[-0.3024, 0.1448, -0.6021], [0.0687, 0.3829, -0.4174], [0.3447, 0.3554, 0.0032], [-0.2958, -0.0402, -0.3297], [0.2252, 0.7823, -0.7735], [0.1321, -0.1173, 0.3422], [0.0073, 0.0162, -0.0054], [-0.3572, -1.1591, 1.0775], [0.1962, -0.0027, 0.2638], [0.0288, -0.2275, 0.0406], [0.1042, -0.0687, 0.2334], [-0.1520, -0.0660, 0.1674]]}

***

[9]
{"formula": "C3H6N2O", "method": "wB97M-V/def2-TZVPD", "mol_weight_da": 86.094, "orbital_gap_ev": 11.1, "lumo_energy_ev": 0.578, "e_above_lowest_kj_mol": 229.1, "species": ["N", "C", "N", "C", "O", "H", "H", "C", "H", "H", "H", "H"], "positions_angstrom": [[0.870, 0.224, 1.533], [0.431, -0.390, 0.590], [0.157, -1.257, -0.249], [1.293, -2.120, -0.237], [1.855, -2.543, -1.200], [0.994, 1.208, 1.679], [1.587, -2.302, 0.815], [-1.435, 1.441, -0.578], [-1.856, 1.911, 0.313], [-2.069, 1.633, -1.443], [-0.431, 1.831, -0.780], [-1.394, 0.362, -0.443]], "forces_ev_per_angstrom": [[-1.0373, -0.0844, -0.1809], [0.3954, 0.1634, 0.6106], [0.3380, 0.3568, 0.2819], [0.5600, -0.4553, -0.3946], [-0.4025, -0.0226, 0.3194], [0.2697, 0.0925, -0.2047], [0.3482, -0.4664, -0.2444], [-0.1171, 0.0499, -0.0570], [0.0503, 0.0040, -0.1568], [0.0025, 0.1409, 0.0648], [-0.2037, -0.0638, 0.0438], [-0.2036, 0.2849, -0.0821]]}

***

[10]
{"formula": "C3H6N2O", "method": "wB97M-V/def2-TZVPD", "mol_weight_da": 86.094, "orbital_gap_ev": 9.6, "lumo_energy_ev": 0.726, "e_above_lowest_kj_mol": 355.4, "species": ["O", "N", "C", "N", "C", "C", "H", "H", "H", "H", "H", "H"], "positions_angstrom": [[2.080, 0.130, 0.161], [0.774, 0.169, -0.315], [0.056, 1.335, 0.026], [-1.248, 1.166, 0.039], [-1.380, -0.307, -0.064], [-0.018, -0.871, 0.123], [2.618, 0.423, -0.710], [0.743, 2.152, 0.295], [-2.054, -0.752, 0.732], [-1.892, -0.680, -0.991], [0.168, -1.785, -0.515], [0.153, -0.979, 1.218]], "forces_ev_per_angstrom": [[2.4273, 1.1906, -2.9173], [0.5610, 2.5387, -0.9966], [-1.5498, -0.9235, -0.0690], [2.8070, 0.3739, 0.6144], [-2.7389, -1.0215, -0.0272], [-0.0096, -3.0037, 0.3005], [-1.5306, -1.1750, 3.1410], [-1.0784, 0.2764, -0.4421], [0.5442, 1.0057, -0.6656], [0.6596, 0.8198, 0.3163], [-0.2068, 0.6099, 1.2341], [0.1150, -0.6915, -0.4884]]}

***

[11]
{"formula": "C3H6N2O", "method": "wB97M-V/def2-TZVPD", "mol_weight_da": 86.094, "orbital_gap_ev": 9.7, "lumo_energy_ev": 0.787, "e_above_lowest_kj_mol": 349.3, "species": ["C", "N", "N", "C", "C", "O", "H", "H", "H", "H", "H", "H"], "positions_angstrom": [[2.253, 0.057, -0.049], [1.504, -1.008, -0.006], [0.149, -0.967, -0.085], [-0.640, 0.287, -0.067], [-2.145, 0.161, -0.021], [-2.627, -0.932, -0.130], [3.390, -0.163, -0.052], [1.820, 1.039, -0.269], [-0.401, -1.672, 0.416], [-0.283, 0.985, 0.692], [-0.368, 1.055, -0.894], [-2.653, 1.157, 0.465]], "forces_ev_per_angstrom": [[0.0293, -1.8406, -0.7364], [0.3498, 0.7577, 0.8949], [-1.5287, 1.4621, -0.3157], [1.9024, 1.9483, -1.5074], [1.0997, 0.4394, 2.2932], [-0.9854, 0.6797, -0.2349], [-2.1798, 0.6877, 0.0648], [0.5094, -0.0741, 0.2423], [1.1103, -0.1498, -0.4663], [-0.3077, -0.2203, 1.1187], [-0.4431, -1.6645, 0.2220], [0.4438, -2.0256, -1.5753]]}

***

[12]
{"formula": "C3H6N2O", "method": "wB97M-V/def2-TZVPD", "mol_weight_da": 86.094, "orbital_gap_ev": 10.2, "lumo_energy_ev": 0.740, "e_above_lowest_kj_mol": 358.6, "species": ["C", "C", "C", "O", "N", "N", "H", "H", "H", "H", "H", "H"], "positions_angstrom": [[-0.339, -1.362, 0.551], [-0.494, 0.062, 1.082], [0.793, 0.622, 1.566], [1.672, 0.687, 2.350], [0.212, 1.235, 0.549], [0.530, 1.694, -0.858], [0.692, -1.534, 0.385], [-0.827, -1.512, -0.390], [-0.701, -2.149, 1.186], [-1.353, 0.314, 1.613], [1.551, 1.786, -0.916], [0.224, 2.658, -0.726]], "forces_ev_per_angstrom": [[-0.4749, 0.9903, -0.4317], [1.3470, -1.7498, 0.0724], [-1.1110, 1.0323, 0.1869], [1.5454, -0.4306, 0.7603], [0.4893, 0.4733, -2.6970], [-0.3200, -0.0133, 2.1974], [1.1929, -0.3563, -0.2202], [-0.4369, 0.0876, -0.6989], [-0.2407, 0.0211, 0.7531], [-1.6971, 0.3004, 0.5222], [-0.2488, -0.3661, 0.2154], [-0.0454, 0.0112, -0.6599]]}